Here is a 4-piece molecular cluster, C4H15NO2S overall from the OMol25 dataset. Energies are from the ωB97M-V functional and the def2-TZVPD basis.

Geometry (Å):
C1 0.170 1.554 -1.902
C2 0.066 0.911 -0.587
C3 0.083 1.831 0.595
C4 0.043 1.069 1.925
S1 -1.327 -0.167 1.974
N1 1.182 -0.071 -0.400
H1 -0.577 2.385 -2.123
H2 0.151 0.804 -2.660
H3 1.152 2.165 -1.879
H4 -0.981 0.386 -0.490
H5 0.971 2.495 0.575
H6 -0.816 2.530 0.475
H7 1.016 0.533 2.073
H8 -0.033 1.755 2.750
H9 -1.895 0.238 -0.886
H10 0.882 -0.929 -0.952
H11 1.013 -0.624 0.445
H12 -0.700 -3.570 2.112
H13 -0.720 -2.113 1.536
O1 -0.474 -3.005 1.306
H14 0.261 -2.945 -0.553
H15 -0.129 -2.399 -1.857
O2 0.663 -2.833 -1.475

The calculation puts the LUMO energy at -2.80 eV. For the HOMO energy, the calculation gives -7.953 eV. For the HOMO-LUMO gap, the calculation gives 5.15 eV.

These are the Mulliken partial charges, in e, on atoms 1 to 4: -1.289, 0.974, -0.670, -0.852

---

Here is C9H11IO2S as an isolated structure from the OMol25 dataset. Energies are from the ωB97M-V functional and the def2-TZVPD basis.

Geometry (Å):
C1 1.692 0.623 -3.059
C2 0.304 0.441 -2.978
C3 2.363 1.289 -2.004
C4 -0.399 1.204 -1.995
C5 1.628 1.666 -0.872
C6 0.239 1.708 -0.894
C7 -1.207 -1.614 2.371
C8 -1.116 -0.492 1.276
C9 -0.535 0.775 1.891
O1 -2.235 2.219 0.301
O2 -0.151 3.407 1.083
S1 -0.784 2.180 0.563
I1 -1.523 1.696 3.581
H1 2.067 0.188 -3.898
H2 -0.222 -0.088 -3.837
H3 3.433 1.425 -1.901
H4 -1.458 1.310 -1.887
H5 2.058 2.108 0.015
H6 -1.933 -1.556 3.070
H7 -1.575 -2.622 1.943
H8 -0.142 -1.854 2.834
H9 -0.469 -0.717 0.491
H10 -2.081 -0.339 0.929
H11 0.508 0.644 2.016

The calculation puts the LUMO energy at 0.06 eV. For the HOMO energy, the calculation gives -9.564 eV. For the HOMO-LUMO gap, the calculation gives 9.62 eV.

These are the Mulliken partial charges, in e, on atoms 1 to 4: -0.280, -0.596, -0.708, -0.168

---

Here is an isolated ion of composition C2H8N3 and charge +1 from the OMol25 dataset. Energies are from the ωB97M-V functional and the def2-TZVPD basis.

Geometry (Å):
C1 -0.141 0.436 2.397
C2 -0.561 0.188 -1.085
N1 0.074 0.626 0.061
N2 0.760 -0.501 -1.666
N3 -0.378 0.094 1.163
H1 0.390 1.426 2.689
H2 -0.300 -0.175 3.272
H3 -0.718 1.055 -1.683
H4 -1.310 -0.679 -1.072
H5 1.002 -1.278 -1.072
H6 1.401 0.382 -1.513
H7 0.811 -0.899 -2.589
H8 -1.030 -0.674 1.097

The calculation puts the LUMO energy (spin up / spin down) at -3.71 / -5.54 eV. For the HOMO energy (spin up / spin down), the calculation gives -10.113 / -15.876 eV. For the HOMO-LUMO gap (spin up / spin down), the calculation gives 6.40 / 10.33 eV. Its net charge is +1. As for the multiplicity: 3.

These are the Mulliken partial charges, in e, on atoms 1 to 4: -0.431, -0.275, -0.533, -0.416

---

Here is a 2-piece molecular cluster, C7H12 overall from the OMol25 dataset. Energies are from the ωB97M-V functional and the def2-TZVPD basis.

Geometry (Å):
C1 1.999 1.572 0.239
C2 1.093 0.835 -0.346
C3 0.168 0.592 -1.278
C4 -1.221 0.291 -0.942
C5 -1.794 0.937 0.315
H1 2.602 1.207 1.062
H2 2.229 2.564 -0.127
H3 0.523 0.156 -2.211
H4 -1.862 0.505 -1.797
H5 -1.128 -0.862 -0.634
H6 -2.842 0.660 0.443
H7 -1.253 0.589 1.197
H8 -1.709 2.024 0.272
C6 1.062 -1.435 0.781
C7 -0.083 -2.090 0.427
H9 1.211 -1.082 1.788
H10 1.932 -1.426 0.142
H11 -0.766 -2.434 1.193
H12 -0.161 -2.603 -0.524

The SMILES is C=C=CCC.C=C. The calculation puts the LUMO energy at 1.02 eV. For the HOMO energy, the calculation gives -8.753 eV. For the HOMO-LUMO gap, the calculation gives 9.78 eV.

These are the Mulliken partial charges, in e, on atoms 1 to 4: -0.693, 0.279, -0.434, 0.093

---

Here is a 11-piece molecular cluster, C42H115N9O11 overall from the OMol25 dataset. Energies are from the ωB97M-V functional and the def2-TZVPD basis.

Geometry (Å):
C1 1.457 -0.084 3.249
O1 2.541 -0.023 4.324
C2 2.000 0.504 5.529
C3 2.894 0.548 6.683
C4 3.312 -0.824 7.189
N1 2.529 1.336 7.830
H1 0.460 -0.244 3.659
H2 1.692 -0.850 2.510
H3 1.496 0.935 2.863
H4 1.686 1.535 5.366
H5 1.165 -0.142 5.801
H6 3.795 1.110 6.438
H7 2.626 -1.667 7.109
H8 3.571 -0.850 8.248
H9 4.173 -1.215 6.648
H10 1.639 0.996 8.165
H11 2.280 2.280 7.570
C5 0.939 -5.194 -4.058
O2 2.375 -5.111 -4.198
C6 3.107 -5.434 -2.962
C7 4.575 -4.853 -2.989
C8 4.876 -3.498 -3.658
N2 5.466 -5.915 -3.616
H12 0.483 -4.641 -4.880
H13 0.682 -4.715 -3.114
H14 0.753 -6.268 -4.024
H15 2.603 -5.000 -2.098
H16 3.105 -6.519 -2.856
H17 4.913 -4.629 -1.977
H18 4.506 -3.401 -4.678
H19 5.903 -3.148 -3.556
H20 4.192 -2.764 -3.231
H21 6.441 -5.751 -3.411
H22 5.355 -5.948 -4.619
C9 -1.041 -6.454 2.079
O3 -1.093 -5.048 1.734
C10 0.161 -4.366 1.820
C11 1.220 -4.914 0.848
C12 2.539 -4.232 0.937
N3 0.744 -4.624 -0.512
H23 -0.543 -6.532 3.045
H24 -0.556 -6.916 1.219
H25 -2.008 -6.936 2.222
H26 0.134 -3.279 1.746
H27 0.480 -4.528 2.850
H28 1.390 -5.979 1.007
H29 2.523 -3.157 0.757
H30 3.297 -4.628 0.261
H31 2.993 -4.321 1.924
H32 1.144 -3.715 -0.698
H33 -0.258 -4.656 -0.390
C13 3.273 3.962 -2.679
O4 4.108 4.302 -1.627
C14 5.221 3.384 -1.560
C15 4.610 2.183 -0.820
C16 3.945 2.585 0.522
N4 5.775 1.454 -0.422
H34 3.587 4.138 -3.708
H35 2.413 4.596 -2.462
H36 2.829 2.966 -2.681
H37 5.760 3.247 -2.497
H38 5.987 3.897 -0.979
H39 3.904 1.590 -1.401
H40 3.359 1.807 1.011
H41 3.133 3.285 0.324
H42 4.559 3.173 1.204
H43 6.189 2.084 0.250
H44 5.458 0.646 0.095
C17 -1.399 5.129 -0.768
O5 -2.447 5.047 -1.794
C18 -3.197 3.847 -1.568
C19 -4.215 3.625 -2.693
C20 -5.062 2.444 -2.501
N5 -3.575 3.552 -3.991
H45 -0.887 6.086 -0.872
H46 -0.610 4.421 -1.022
H47 -1.765 4.920 0.237
H48 -2.588 2.945 -1.523
H49 -3.758 3.911 -0.635
H50 -5.023 4.353 -2.775
H51 -5.961 2.382 -1.887
H52 -4.481 1.526 -2.408
H53 -5.643 2.204 -3.392
H54 -3.019 4.394 -3.939
H55 -4.310 3.762 -4.651
C21 0.383 4.421 2.941
O6 0.991 4.799 4.196
C22 0.170 4.272 5.242
C23 0.976 4.497 6.430
C24 2.474 4.429 6.425
N6 0.574 3.655 7.583
H56 0.702 3.400 2.730
H57 0.521 5.150 2.142
H58 -0.702 4.420 2.840
H59 -0.792 4.784 5.210
H60 -0.002 3.201 5.134
H61 0.782 5.548 6.642
H62 2.886 3.735 5.693
H63 2.952 4.318 7.399
H64 2.869 5.398 6.119
H65 0.913 4.042 8.452
H66 -0.380 3.928 7.771
C25 -0.986 1.065 0.986
O7 -0.442 0.065 0.210
C26 -0.362 0.587 -1.094
C27 0.487 -0.298 -2.075
C28 1.784 -0.792 -1.448
N7 0.991 0.402 -3.206
H67 -1.158 0.793 2.027
H68 -1.978 1.267 0.582
H69 -0.480 2.028 1.043
H70 -1.323 0.530 -1.606
H71 0.022 1.599 -1.221
H72 -0.102 -1.148 -2.420
H73 1.625 -1.162 -0.435
H74 2.489 0.005 -1.212
H75 2.166 -1.612 -2.056
H76 0.269 1.024 -3.541
H77 1.828 0.920 -2.979
C29 -4.250 -0.774 -0.380
O8 -4.482 -2.152 -0.482
C30 -3.315 -2.849 -0.822
C31 -3.946 -4.054 -1.509
C32 -2.857 -5.100 -1.791
N8 -4.584 -3.653 -2.786
H78 -3.611 -0.504 0.461
H79 -5.165 -0.295 -0.033
H80 -3.932 -0.282 -1.300
H81 -2.578 -2.311 -1.418
H82 -2.871 -3.194 0.112
H83 -4.779 -4.430 -0.915
H84 -2.186 -4.807 -2.598
H85 -3.292 -6.053 -2.093
H86 -2.233 -5.331 -0.927
H87 -3.854 -3.057 -3.149
H88 -5.432 -3.113 -2.689
C33 -3.181 3.125 3.296
O9 -2.584 1.816 3.577
C34 -3.539 0.874 3.962
C35 -2.722 -0.432 4.221
C36 -3.723 -1.501 4.676
N9 -1.930 -0.307 5.375
H89 -2.463 3.818 2.858
H90 -3.747 3.513 4.143
H91 -3.914 3.090 2.490
H92 -4.163 1.203 4.793
H93 -4.203 0.588 3.147
H94 -2.065 -0.699 3.393
H95 -3.355 -2.527 4.662
H96 -4.647 -1.546 4.099
H97 -4.132 -1.259 5.657
H98 -2.477 -0.620 6.165
H99 -1.559 0.632 5.392
C37 -1.004 -1.900 -4.974
C38 -1.708 -1.649 -6.320
C39 -2.469 -2.845 -6.955
O10 -2.582 -0.555 -6.148
H100 -0.144 -2.562 -5.078
H101 -1.730 -2.202 -4.219
H102 -0.407 -1.055 -4.630
H103 -0.915 -1.427 -7.035
H104 -1.782 -3.652 -7.210
H105 -3.036 -2.629 -7.860
H106 -3.078 -3.346 -6.202
H107 -2.337 0.101 -5.491
C40 -1.100 3.120 -6.057
C41 -0.430 2.509 -4.857
C42 0.070 3.627 -3.901
O11 -1.461 1.713 -4.277
H108 -1.831 3.877 -5.771
H109 -1.602 2.330 -6.617
H110 -0.320 3.603 -6.645
H111 0.298 1.733 -5.094
H112 -0.716 4.331 -3.625
H113 0.837 4.194 -4.428
H114 0.423 3.214 -2.957
H115 -2.240 2.274 -4.234

The SMILES is COC[C@H](C)N.COC[C@H](C)N.COC[C@H](C)N.COC[C@H](C)N.COC[C@H](C)N.COC[C@H](C)N.COC[C@H](C)N.COC[C@H](C)N.COC[C@H](C)N.CC(C)O.CC(C)O. The calculation puts the LUMO energy at 0.22 eV. For the HOMO energy, the calculation gives -8.692 eV. For the HOMO-LUMO gap, the calculation gives 8.92 eV.

These are the Mulliken partial charges, in e, on atoms 1 to 4: 0.223, -0.488, 0.162, 0.549

---

For the records above, the corresponding largest force on an atom values read 4.967, 5.764, 9.120, 2.226, 4.273 eV/A.
For the records above, the corresponding energy above the lowest of the compared OMol25 structures with the same formula, charge and spin values read 127.3, 0.0, 21.8, 82.5, 98.1 kcal per mole.